Entry from the Open Molecules 2025 dataset: 2 unconnected molecules or ions with the total composition C5H8ClN3O (ωB97M-V/def2-TZVPD).

The geometry in XYZ format:
```
18
Properties=species:S:1:pos:R:3:forces:R:3
C 0.738634 2.242085 1.121563 2.491 0.542 1.461
C 0.943423 2.127514 -0.301316 -2.559 -2.208 -3.886
N 1.631383 2.886138 -1.091462 0.627 0.340 1.530
C 1.957522 2.542791 -2.319562 0.182 0.003 -0.365
Cl 3.087818 3.611360 -3.111967 -0.254 -0.312 -0.085
C 1.470727 1.399447 -2.898889 1.252 -0.028 -2.326
C 0.519745 0.692227 -2.212610 -0.664 -1.479 -1.206
N 0.198360 0.998187 -0.970339 1.763 1.902 1.711
O -0.617918 0.326143 -0.323541 -1.128 -0.677 0.923
H 1.849817 2.135251 1.406815 -1.465 -0.347 0.460
H 0.098052 1.457588 1.588711 0.484 1.003 -0.561
H 0.625134 3.306557 1.403776 -0.735 -0.656 -0.033
H 1.833216 1.005031 -3.906865 -0.670 0.878 1.535
H -0.024631 -0.178703 -2.674305 0.679 1.045 0.841
N -1.184044 -4.737891 1.870667 3.115 2.437 -1.639
H -0.303032 -4.252505 2.313581 -2.132 -1.343 -1.584
H -0.923187 -5.290232 1.018600 0.010 0.906 1.226
H -1.458597 -5.368094 2.537005 -0.998 -2.007 2.000
```
Positions in Å, forces in eV/Å.

Output
* molar mass: 161.59 g mol⁻¹
* largest force on an atom: 5.15 eV/Å
* energy relative to the best compared isomer or geometry (same formula, charge and spin): 13.8 kcal per mole
* HOMO energy (spin up / spin down): -8.4 / -8.4 eV
* HOMO-LUMO gap (spin up / spin down): 8.69 / 8.69 eV
* DFT total energy: -24352.1357 eV
* spin multiplicity: 1



Entry from the Open Molecules 2025 dataset: 2 unconnected molecules or ions with the total composition C5H8ClNO2 (ωB97M-V/def2-TZVPD).

The geometry in XYZ format:
```
17
Properties=species:S:1:pos:R:3:forces:R:3
C 0.117841 -0.366561 3.613992 -3.393 1.991 0.385
C -0.198796 0.645049 -0.796991 1.789 0.617 -1.190
C -0.588541 1.047274 0.572009 -1.090 1.886 2.227
C 0.754210 -0.464041 -0.428696 0.670 0.436 -0.003
C -0.816487 -0.221086 1.409034 -0.322 -0.172 -0.238
N -0.012422 -1.221485 0.545199 -3.467 -1.333 -1.938
O 1.029932 -1.037828 3.443014 2.588 -1.775 -0.692
O -0.735552 0.285451 4.079002 0.533 -0.040 0.467
Cl -2.592702 -0.799869 1.342979 1.016 0.287 -0.305
H -0.893091 0.384412 -1.593644 -0.856 -0.657 0.753
H 0.303559 1.438412 -1.331109 0.690 0.439 0.139
H 0.284389 1.610623 1.124985 -1.443 -0.828 -1.352
H -1.462982 1.738139 0.598131 0.579 -0.567 0.191
H 1.095484 -1.071339 -1.233618 0.322 -0.600 -0.564
H 1.596156 -0.157798 0.208682 0.089 0.622 -0.853
H -0.619739 -1.955890 0.048279 0.755 1.308 1.092
H 0.592774 -1.679115 1.136258 1.542 -1.614 1.880
```
Positions in Å, forces in eV/Å.

Output
* molar mass: 149.58 g mol⁻¹
* largest force on an atom: 4.19 eV/Å
* energy relative to the best compared isomer or geometry (same formula, charge and spin): 46.4 kcal per mole
* HOMO energy: -7.5 eV
* HOMO-LUMO gap: 7.89 eV
* DFT total energy: -23420.2404 eV
* spin multiplicity: 1



Entry from the Open Molecules 2025 dataset: a single C5H8ClNS molecule (ωB97M-V/def2-TZVPD).

The geometry in XYZ format:
```
16
Properties=species:S:1:pos:R:3:forces:R:3
C -0.705463 -1.933431 0.190405 2.714 1.304 -0.900
C -1.323415 -0.451875 0.357116 1.586 -1.160 -0.639
Cl -2.859019 -0.260127 -0.481195 -0.873 -0.226 -0.217
C -0.393744 0.484823 -0.349138 3.073 0.201 -3.075
C -0.034375 1.992918 -0.128180 -1.210 -0.195 -3.342
N 0.824653 0.901414 0.218739 1.390 -0.552 0.916
C 2.128877 0.557189 0.024661 1.409 0.276 1.396
S 2.955009 -0.883021 -0.431680 -2.086 2.448 0.582
H 0.098981 -1.982366 0.948050 -0.688 -0.113 0.196
H -1.555060 -2.514085 0.465069 -0.093 -1.412 -0.297
H 0.111557 -2.278224 -0.784385 -3.452 1.384 2.306
H -1.524389 -0.259104 1.447577 0.538 -0.002 -1.149
H 0.119327 0.155134 -1.431443 -2.966 0.324 2.132
H -0.531436 2.507848 0.687000 0.214 0.110 -0.140
H -0.004246 2.540811 -1.248486 0.510 -1.248 3.470
H 2.692741 1.422089 0.515885 -0.067 -1.138 -1.241
```
Positions in Å, forces in eV/Å.

Output
* molar mass: 149.65 g mol⁻¹
* largest force on an atom: 4.38 eV/Å
* energy relative to the best compared isomer or geometry (same formula, charge and spin): 87.2 kcal per mole
* HOMO energy: -8.8 eV
* HOMO-LUMO gap: 8.70 eV
* DFT total energy: -30158.3814 eV
* spin multiplicity: 1



Entry from the Open Molecules 2025 dataset: a molecular structure, C5H8CrF3O9S (ωB97M-V/def2-TZVPD).

The geometry in XYZ format:
```
27
Properties=species:S:1:pos:R:3:forces:R:3
Cr 0.013011 1.043170 -0.945369 -0.780 0.228 -0.665
C -2.455513 -2.263310 -2.373452 0.006 -0.124 -0.153
C -1.334811 -1.218265 -2.463028 -0.460 -0.335 1.407
O -0.828207 -1.026051 -3.544070 0.580 0.370 -1.116
O -1.031968 -0.723892 -1.313550 0.359 0.552 -0.718
H -1.989855 -3.201290 -2.057810 -0.141 0.006 0.166
H -2.881425 -2.425946 -3.363940 -0.063 0.041 0.001
H -3.224747 -1.963921 -1.663104 0.026 -0.093 0.087
C -0.233747 2.266192 2.803233 -0.093 -0.346 0.349
C -0.265190 1.914925 1.355214 0.358 -1.001 -1.373
O -1.098583 1.069847 0.926178 0.022 0.286 0.446
O 0.639235 2.315866 0.556787 -0.148 0.743 0.450
H 0.060102 3.295218 2.985309 -0.065 0.087 0.030
H 0.501278 1.593565 3.253926 0.127 0.159 -0.030
H -1.193534 1.988970 3.237952 -0.054 0.337 0.079
C 1.501573 -1.753707 1.958193 -0.176 0.048 0.348
F 0.780330 -2.769383 1.474159 -0.033 0.020 -0.017
F 0.661546 -0.937515 2.631276 0.229 -0.252 -0.126
F 2.351797 -2.280343 2.876320 -0.095 0.040 -0.091
S 2.426655 -0.843564 0.657906 -0.269 0.457 0.409
O 3.144157 -1.876328 -0.021675 0.402 -0.526 -0.319
O 1.345458 -0.256942 -0.101583 0.236 -0.310 0.139
O 3.207617 0.076662 1.443892 0.126 0.141 0.036
O 1.252238 1.511433 -2.319521 -0.450 -0.242 -0.245
H 2.146882 1.845916 -2.391445 -0.101 -0.201 0.695
O -1.325713 2.083048 -1.794056 0.256 0.316 -0.432
H -2.168584 2.535645 -1.807742 0.200 -0.401 0.643
```
Positions in Å, forces in eV/Å.

Output
* molar mass: 353.17 g mol⁻¹
* largest force on an atom: 1.74 eV/Å
* energy relative to the best compared isomer or geometry (same formula, charge and spin): 0.0 kcal per mole
* HOMO energy (spin up / spin down): -1.7 / -2.0 eV
* HOMO-LUMO gap (spin up / spin down): 7.13 / 7.51 eV
* DFT total energy: -71155.7462 eV
* expectation value of S²: 3.77
* spin multiplicity: 4
* net charge: -2



Entry from the Open Molecules 2025 dataset: a molecular structure, C5H8CuMgO4 (ωB97M-V/def2-TZVPD).

The geometry in XYZ format:
```
19
Properties=species:S:1:pos:R:3:forces:R:3
O -0.504299 -2.672562 -0.826306 -0.317 -0.492 0.190
C -1.074899 -1.554414 -1.514280 0.078 0.780 -0.339
C -1.651220 -0.520084 -0.536335 0.744 0.973 -0.720
H -0.278646 -1.079166 -2.121779 -0.129 -0.042 0.250
H -1.803371 -1.894238 -2.274095 0.021 -0.192 0.415
H -2.752411 -0.466027 -0.498302 0.039 -0.728 0.442
H -1.509444 0.493913 -0.944527 0.400 -0.061 0.024
O 1.305735 0.239982 0.021526 -0.425 0.103 -0.797
C 0.239130 -0.033446 0.839838 -0.130 -1.726 1.300
C 1.824564 1.538664 0.328715 -0.160 0.128 -0.284
O 0.281266 -1.171221 1.394298 0.270 -0.281 -0.189
O -0.064970 1.046472 1.575140 -0.298 0.480 -0.056
C 0.655428 2.180096 1.077427 -0.133 0.070 -0.161
H 2.064269 2.035243 -0.616890 0.035 -0.010 0.299
H 2.722296 1.417047 0.946592 -0.185 0.058 -0.109
H -0.003290 2.754285 0.412774 0.187 -0.074 0.128
H 0.966395 2.793640 1.927935 -0.117 -0.150 -0.184
Mg 1.264173 -2.497864 -0.011918 -0.481 0.275 0.289
Cu -1.680706 -2.610322 0.820188 0.601 0.891 -0.498
```
Positions in Å, forces in eV/Å.

Output
* molar mass: 219.97 g mol⁻¹
* largest force on an atom: 2.16 eV/Å
* energy relative to the best compared isomer or geometry (same formula, charge and spin): 23.5 kcal per mole
* HOMO energy (spin up / spin down): -5.6 / -7.1 eV
* HOMO-LUMO gap (spin up / spin down): 5.11 / 6.47 eV
* DFT total energy: -63585.1200 eV
* expectation value of S²: 0.75
* spin multiplicity: 2



Entry from the Open Molecules 2025 dataset: a molecular structure, C5H8F2S (ωB97M-V/def2-TZVPD).

The geometry in XYZ format:
```
16
Properties=species:S:1:pos:R:3:forces:R:3
C -0.079944 -1.765114 0.354799 1.716 0.127 -0.140
C 0.865394 -0.556555 0.868664 -2.984 0.712 -0.454
C 0.050607 0.785673 0.949161 0.148 0.227 -1.137
C -0.734700 1.505344 0.103807 1.899 -4.231 1.020
C -1.070328 1.015308 -1.236913 1.243 0.118 -2.608
H 0.028203 -1.842712 -0.882408 -0.599 0.107 3.599
H -1.102075 -1.528386 0.744337 0.705 -0.585 -0.762
H 0.358597 -2.688216 0.888505 -0.963 1.097 -1.278
H 1.213978 -0.544727 1.953246 -0.296 -0.964 -1.388
H 2.042952 -0.719835 -1.498929 -0.193 0.263 2.419
H -1.985851 0.239757 -1.375900 2.394 1.817 0.431
H -1.327678 2.067120 -1.830604 0.877 -3.085 0.881
H 0.172017 0.486791 -1.529496 -4.340 1.512 -0.031
F 0.340544 1.385758 2.113842 0.104 0.466 0.866
F -1.128645 2.676753 0.461635 -1.092 2.311 0.632
S 2.356930 -0.516960 -0.083746 1.380 0.109 -2.049
```
Positions in Å, forces in eV/Å.

Output
* molar mass: 138.18 g mol⁻¹
* largest force on an atom: 4.75 eV/Å
* energy relative to the best compared isomer or geometry (same formula, charge and spin): 64.1 kcal per mole
* HOMO energy: -8.7 eV
* HOMO-LUMO gap: 9.32 eV
* DFT total energy: -21581.2068 eV
* spin multiplicity: 1